Record 1
The following is a quantum chemistry calculation of a structure of composition C17H26AuClO2P2, from the OMol25 dataset.

Results
E_HOMO (alpha / beta) = -14.140 / -14.449 eV
Net charge = +2
Multiplicity = 3

Last column: Löwdin spin population.
Element x y z (Å)
C 0.53 -0.15 -4.75  0.11
C 1.20 -0.13 -3.43  0.28
H 1.30 -0.12 -5.52  0.02
H -0.14 0.72 -4.83  0.00
H -0.08 -1.06 -4.82  0.00
O 2.35 -0.07 -3.12  0.22
Cl -2.93 -0.36 -0.62  0.04
Au -0.44 -0.32 -1.91  0.48
P -0.18 2.45 -0.46  0.01
C 1.38 3.11 0.14  0.00
C -0.15 2.90 -2.22  0.04
H 0.01 3.99 -2.23  0.00
H -1.64 4.25 0.07  0.00
H -1.12 2.68 -2.68  0.01
H -2.50 2.83 -0.64  0.00
H 2.18 2.74 -0.52  0.00
H 0.67 2.40 -2.76  0.01
C -1.74 3.15 0.08  0.00
H 1.37 4.21 0.09  0.00
H -2.02 2.79 1.07  0.00
H 1.55 2.77 1.17  0.00
P -0.01 -2.40 -0.93  0.26
C 1.41 -2.50 0.16  0.03
C -1.36 -3.00 0.11  0.04
H -0.72 -3.71 -2.80  0.00
H 0.51 -4.56 -1.80  0.01
H 1.03 -3.26 -2.93  0.00
C 0.23 -3.60 -2.26  0.05
H -2.29 -2.88 -0.47  0.00
H -1.20 -4.04 0.44  0.01
H 1.52 -3.52 0.53  0.01
H 1.23 -1.81 0.99  0.00
H -1.43 -2.32 0.97  0.00
H 2.32 -2.20 -0.37  0.00
C 2.56 0.14 -0.73  0.00
O 3.70 0.20 -0.68  0.00
C -0.15 0.69 0.03  0.12
C -0.10 0.25 1.23  0.07
C -0.32 0.10 2.61  0.03
C -1.56 0.55 3.15  0.04
C -1.79 0.49 4.52  0.00
C -0.83 -0.08 5.38  0.07
C 0.38 -0.57 4.85  0.00
C 0.65 -0.47 3.48  0.04
H -2.32 0.90 2.45  0.00
H -2.72 0.87 4.94  0.00
H -1.03 -0.16 6.44  0.00
H 1.10 -1.05 5.51  0.00
H 1.59 -0.83 3.07  0.00

Record 2
The following is a quantum chemistry calculation of a structure of composition C43H49BrMgNO8, from the OMol25 dataset.

Results
Energy relative to the best compared isomer or geometry (same formula, charge and spin) = 0.0 kJ/mol
E_HOMO (alpha / beta) = -5.027 / -5.027 eV
Net charge = -1

Last column: Löwdin charge in e.
Element x y z (Å)
Mg 0.70 0.81 -0.01  0.53
C -0.96 -5.32 3.85  -0.04
C -2.01 -4.44 3.15  -0.56
C -3.19 -4.19 4.10  -0.05
C -2.53 -5.21 1.93  -0.07
C -1.39 -3.10 2.77  -0.16
C -1.29 -2.68 1.48  0.04
C -0.72 -1.41 1.18  -0.14
N -0.47 -0.90 -0.01  0.14
C -0.88 -1.23 -1.23  -0.14
C -1.98 -2.07 -1.57  0.04
C -2.30 -2.30 -2.86  -0.16
C -1.50 -1.69 -3.88  0.04
C -0.46 -0.85 -3.66  -0.07
C -0.10 -0.56 -2.27  -0.24
O 0.84 0.19 -1.94  -0.02
C 0.31 -0.18 -4.79  -0.53
C -0.20 -0.63 -6.16  -0.08
C 0.12 1.35 -4.69  -0.02
C 1.81 -0.53 -4.72  -0.03
C -3.48 -3.18 -3.28  -0.56
C -4.45 -2.36 -4.14  -0.05
C -2.94 -4.38 -4.08  -0.05
C -4.25 -3.72 -2.07  -0.07
C -0.23 -0.54 2.26  -0.24
O 0.20 0.59 1.95  -0.01
C -0.29 -1.05 3.62  -0.07
C -0.88 -2.26 3.81  0.04
C 0.36 -0.25 4.75  -0.53
C 0.21 -0.97 6.09  -0.08
C 1.86 -0.10 4.44  -0.02
C -0.29 1.14 4.89  -0.03
H -1.39 -6.28 4.12  0.08
H -0.58 -4.85 4.76  0.08
H -0.11 -5.50 3.19  0.09
H -3.68 -5.13 4.36  0.08
H -3.92 -3.54 3.61  0.09
H -2.87 -3.71 5.02  0.08
H -2.98 -6.15 2.26  0.08
H -1.73 -5.44 1.23  0.09
H -3.30 -4.63 1.41  0.08
H -1.56 -3.33 0.66  0.09
H -2.60 -2.44 -0.76  0.09
H -1.77 -1.91 -4.91  0.09
H -1.25 -0.34 -6.32  0.08
H -0.11 -1.71 -6.29  0.08
H 0.39 -0.14 -6.94  0.08
H -0.94 1.61 -4.79  0.09
H 0.68 1.86 -5.47  0.09
H 0.47 1.72 -3.72  0.07
H 1.94 -1.61 -4.79  0.09
H 2.24 -0.18 -3.79  0.08
H 2.34 -0.06 -5.55  0.08
H -3.97 -2.00 -5.06  0.08
H -4.81 -1.50 -3.59  0.09
H -5.31 -2.98 -4.43  0.08
H -2.43 -4.06 -4.98  0.08
H -3.76 -5.04 -4.36  0.08
H -2.24 -4.95 -3.47  0.09
H -4.65 -2.91 -1.46  0.09
H -3.62 -4.36 -1.45  0.08
H -5.09 -4.32 -2.43  0.08
H -0.93 -2.64 4.82  0.09
H 0.71 -1.94 6.08  0.08
H -0.84 -1.12 6.35  0.08
H 0.67 -0.36 6.87  0.08
H 2.34 -1.08 4.41  0.09
H 2.34 0.50 5.21  0.09
H 2.02 0.39 3.48  0.07
H -1.36 1.04 5.07  0.09
H -0.14 1.73 4.00  0.07
H 0.16 1.67 5.74  0.08
Br 6.38 3.00 1.81  0.76
C 4.56 3.46 2.12  -0.59
C 4.39 4.63 2.85  -0.16
C 3.12 5.10 3.13  -0.10
C 2.02 4.41 2.66  -0.07
C 2.20 3.25 1.93  -0.02
C 3.46 2.73 1.65  -0.12
C 3.55 1.39 0.88  -0.58
O 4.65 0.87 0.73  -0.02
O 2.46 0.90 0.43  -0.08
H 5.26 5.17 3.20  0.08
H 3.00 6.01 3.70  0.10
H 1.02 4.78 2.85  0.11
H 1.33 2.73 1.57  0.09
O -1.39 4.18 -0.66  0.03
C -0.38 3.50 -0.76  -0.58
O -0.30 2.26 -0.44  -0.07
C 0.90 4.20 -1.22  -0.12
C 1.97 3.50 -1.77  -0.02
C 3.14 4.15 -2.16  0.03
C 3.19 5.51 -1.99  -0.21
O 4.21 6.38 -2.28  0.02
C 3.72 7.67 -1.99  -0.17
O 2.44 7.55 -1.41  0.02
C 2.12 6.21 -1.46  -0.19
C 0.96 5.59 -1.08  0.07
H 1.89 2.43 -1.89  0.10
H 3.99 3.60 -2.55  0.12
H 3.66 8.26 -2.91  0.13
H 4.40 8.17 -1.29  0.13
H 0.12 6.12 -0.66  0.13

Record 3
The following is a quantum chemistry calculation of a structure of composition BrClINO, from the OMol25 dataset.

Results
Energy relative to the best compared isomer or geometry (same formula, charge and spin) = 266.1 kJ/mol
E_HOMO (alpha / beta) = -9.901 / -9.818 eV

Last column: Löwdin charge in e.
Element x y z (Å)
N 0.09 -0.23 -0.62  -0.90
O -0.75 0.62 -0.62  -0.56
Cl -1.48 1.10 1.07  0.40
Br -0.17 -1.96 0.04  0.62
I 2.31 0.47 0.14  0.44

Record 4
The following is a quantum chemistry calculation of a structure of composition C16H32CoF4N2O20S4, from the OMol25 dataset.

Results
E_HOMO (alpha / beta) = -10.047 / -9.941 eV
Multiplicity = 4

Last column: Löwdin spin population.
Element x y z (Å)
Co 12.07 2.65 3.64  2.80
N 11.71 2.31 1.68  0.02
S 12.57 2.45 0.31  0.00
O 12.56 3.76 -0.24  0.00
O 12.62 1.32 -0.53  0.00
F 14.00 2.44 1.05  0.00
S 10.21 2.33 0.90  0.00
O 9.83 1.16 0.19  0.00
O 9.79 3.60 0.44  0.00
F 9.31 2.15 2.22  0.00
N 12.35 3.05 5.65  0.02
S 12.50 4.57 6.43  0.00
O 13.86 4.92 6.62  0.00
O 11.53 4.93 7.39  0.00
F 12.10 5.42 5.15  0.00
S 12.64 2.15 6.94  0.00
O 11.60 2.17 7.92  0.00
O 13.98 2.08 7.41  0.00
F 12.38 0.69 6.31  0.00
C 8.93 -0.43 6.65  0.00
C 8.64 0.20 5.30  0.00
O 9.23 -0.54 4.23  0.00
C 10.36 -0.11 3.70  0.00
O 10.93 0.91 4.00  0.02
O 10.82 -0.90 2.76  0.00
C 10.03 -1.94 2.18  0.00
H 8.40 0.02 7.48  0.00
H 10.01 -0.45 6.82  0.00
H 8.69 -1.50 6.64  0.00
H 8.93 1.25 5.29  0.00
H 7.56 0.20 5.13  0.00
H 9.83 -2.72 2.92  0.00
H 10.66 -2.39 1.42  0.00
H 9.10 -1.57 1.76  0.00
C 7.01 6.34 2.76  0.00
C 8.06 5.27 2.76  0.00
O 8.12 4.72 4.09  0.00
C 9.16 4.03 4.49  0.00
O 10.21 3.93 3.91  0.02
O 8.99 3.45 5.64  0.00
C 7.76 3.56 6.37  0.00
H 6.80 6.74 1.77  0.00
H 7.21 7.20 3.39  0.00
H 6.07 5.87 3.07  0.00
H 9.05 5.63 2.47  0.00
H 7.80 4.47 2.07  0.00
H 7.77 4.49 6.92  0.00
H 7.68 2.73 7.07  0.00
H 6.92 3.53 5.68  0.00
C 16.52 4.12 2.77  0.00
C 15.82 5.00 3.79  0.00
O 14.92 5.89 3.13  0.00
C 13.74 5.43 2.80  0.00
O 13.34 4.32 3.08  0.02
O 13.09 6.38 2.19  0.00
C 11.71 6.17 1.88  0.00
H 17.17 3.38 3.24  0.00
H 17.18 4.76 2.18  0.00
H 15.86 3.60 2.08  0.00
H 16.55 5.55 4.36  0.00
H 15.23 4.36 4.45  0.00
H 11.35 7.12 1.50  0.00
H 11.21 5.90 2.81  0.00
H 11.59 5.36 1.18  0.00
C 14.47 -2.74 4.49  0.00
C 13.96 -1.31 4.43  0.00
O 15.02 -0.49 3.90  0.00
C 14.77 0.78 3.67  0.00
O 13.68 1.29 3.77  0.03
O 15.77 1.43 3.13  0.00
C 16.98 0.75 2.84  0.00
H 14.47 -3.20 3.51  0.00
H 13.91 -3.26 5.26  0.00
H 15.48 -2.76 4.91  0.00
H 13.70 -0.94 5.42  0.00
H 13.09 -1.23 3.79  0.00
H 17.73 1.52 2.66  0.00
H 16.90 0.10 1.96  0.00
H 17.33 0.10 3.64  0.00